Formula: C32H29F3N6O5PPbS
Source: the Open Molecules 2025 dataset
Level of theory: ωB97M-V/def2-TZVPD

```
78
C32H29F3N6O5PPbS ωB97M-V/def2-TZVPD
Pb -1.42 -1.84 -0.04
F 4.36 0.25 -1.69
C 4.25 -1.07 -1.84
F 3.79 -1.31 -3.08
F 5.45 -1.61 -1.73
C 3.30 -1.65 -0.81
C 3.79 -2.47 0.20
C 2.93 -2.96 1.16
C 1.59 -2.64 1.06
N 1.09 -1.89 0.07
C 1.93 -1.37 -0.84
S 1.24 -0.44 -2.19
H 4.85 -2.70 0.22
H 3.28 -3.59 1.96
H 0.88 -3.00 1.79
O -3.58 -0.30 -1.12
N -2.74 0.81 -1.22
C -2.74 1.51 -2.30
C -2.01 2.76 -2.47
C -2.66 3.68 -3.30
C -2.18 4.96 -3.50
C -1.01 5.35 -2.88
C -0.30 4.43 -2.11
C -0.78 3.13 -1.90
P 0.38 2.11 -0.98
C 2.01 2.61 -1.48
C 2.93 3.10 -0.56
C 4.15 3.59 -1.00
C 4.44 3.59 -2.36
C 3.52 3.12 -3.29
C 2.30 2.63 -2.85
C 0.22 2.27 0.78
C 1.01 1.47 1.61
C 1.02 1.70 2.98
C 0.26 2.73 3.51
C -0.54 3.52 2.69
C -0.56 3.29 1.32
H -4.40 -0.11 -1.60
H -3.43 1.20 -3.08
H -3.59 3.38 -3.78
H -2.72 5.65 -4.13
H -0.62 6.35 -3.00
H 0.64 4.74 -1.68
H 2.71 3.12 0.50
H 4.87 3.98 -0.29
H 5.39 3.98 -2.70
H 3.75 3.13 -4.34
H 1.57 2.30 -3.58
H 1.63 0.68 1.19
H 1.64 1.09 3.62
H 0.29 2.93 4.58
H -1.12 4.32 3.11
H -1.17 3.91 0.68
O 0.15 0.54 -1.36
O -2.02 0.97 -0.21
N -1.40 -0.75 4.33
C -1.67 -0.55 3.03
N -2.60 0.35 2.70
O -1.05 -1.25 2.17
H -1.87 -0.25 5.06
H -0.76 -1.48 4.58
H -3.05 0.91 3.40
H -2.68 0.64 1.73
O 0.10 -4.24 -3.27
C -0.29 -3.49 -2.54
N -3.19 -7.63 2.33
C -2.76 -6.46 1.87
C -1.98 -5.59 2.67
C -1.55 -4.40 2.15
N -1.82 -3.99 0.89
C -2.56 -4.82 0.13
C -3.04 -6.02 0.55
H -2.99 -7.94 3.26
H -3.74 -8.25 1.75
H -1.73 -5.85 3.68
H -0.98 -3.71 2.77
H -2.78 -4.49 -0.88
H -3.63 -6.64 -0.12
```

Values from the calculation:
LUMO = -8.08 eV
charge = +3
energy above the lowest of the compared OMol25 structures with the same formula, charge and spin = 0.00 kcal/mol